# 1
C20H30ClN3O5S | ωB97M-V/def2-TZVPD

Calculated values
LUMO energy ... 0.459 eV
HOMO ... -8.59 eV
DFT total energy ... -2178.954296 Eh

Atoms and positions in Å:
C 6.3969 -2.2401 4.8152
C 5.0559 -2.4198 4.1205
O 4.9444 -1.3660 3.1712
C 3.9232 -1.2333 2.3105
C 4.0956 -0.1632 1.4143
C 3.1607 0.1500 0.4553
C 2.0139 -0.6181 0.3608
S 0.7230 -0.1875 -0.7985
O 1.2892 0.6292 -1.8386
O 0.0050 -1.3704 -1.1668
N -0.2988 0.7830 0.0418
C -1.3020 0.2277 0.9127
C -2.5530 1.1009 0.8314
C -2.2139 2.5495 1.1763
C -1.1121 3.0560 0.2344
C -1.7201 3.1509 -1.1748
O -2.7559 3.7657 -1.3492
N -1.0318 2.5721 -2.1728
C -1.6182 2.3734 -3.4765
C -1.9968 0.9021 -3.6704
N -2.9983 0.4497 -2.7191
C -4.3227 0.9672 -3.0299
C -5.3421 0.4429 -2.0202
O -5.3693 -0.9651 -1.9826
C -4.0924 -1.4693 -1.6671
C -3.0362 -1.0057 -2.6681
C 0.0999 2.1310 0.3625
C 1.8073 -1.6725 1.2219
C 2.7472 -1.9885 2.1944
Cl 2.3426 -3.3374 3.2128
H 7.2035 -2.2941 4.0896
H 6.4358 -1.2715 5.3054
H 6.5317 -3.0212 5.5573
H 4.2418 -2.3611 4.8505
H 5.0190 -3.3903 3.6152
H 5.0060 0.4064 1.5127
H 3.3120 0.9636 -0.2350
H -0.9296 0.1826 1.9488
H -1.5049 -0.7829 0.5580
H -2.9290 1.0611 -0.1923
H -3.3150 0.7157 1.5107
H -1.8753 2.6215 2.2131
H -3.0976 3.1761 1.0532
H -0.8249 4.0714 0.5276
H -0.2434 1.9709 -1.9821
H -2.4869 3.0294 -3.5485
H -0.8913 2.6544 -4.2444
H -2.3313 0.7522 -4.7132
H -1.0975 0.3002 -3.5092
H -4.6367 0.6689 -4.0472
H -4.3034 2.0558 -2.9667
H -5.1012 0.8390 -1.0227
H -6.3487 0.7603 -2.2985
H -3.8053 -1.1457 -0.6560
H -4.1801 -2.5572 -1.6858
H -3.2772 -1.4308 -3.6592
H -2.0559 -1.3695 -2.3524
H 0.4810 2.1792 1.3956
H 0.9076 2.4178 -0.3114
H 0.9115 -2.2645 1.1216

---

# 2
C4H7N2O4 | ωB97M-V/def2-TZVPD

Calculated values
LUMO energy (spin up / spin down) ... 3.708 / 3.708 eV
Charge ... -1
HOMO (spin up / spin down) ... -2.34 / -2.34 eV
DFT total energy ... -566.900672 Eh

Atoms and positions in Å:
C -0.8915 1.9617 0.4722
C -0.3882 0.8017 1.0559
C -1.3745 -2.2634 -0.7130
C 1.8403 -0.9355 0.4128
N 0.2112 0.9482 -1.4940
N -0.3479 -0.2265 0.1980
O -1.7014 -2.7903 0.2618
O -0.2271 2.1530 -0.8699
O -1.2845 -1.9069 -1.8053
O 0.4740 -1.3118 0.4592
H -0.6356 2.7766 1.0589
H -1.9419 1.8288 0.2528
H 0.6503 0.9726 1.5392
H 1.9888 -0.3247 1.2631
H 1.9389 -0.2984 -0.4135
H 2.3262 -1.9400 0.2622
H -0.6371 0.5552 -1.9403

---

# 3
C2H6N2O3 | ωB97M-V/def2-TZVPD

Calculated values
LUMO energy ... 0.862 eV
HOMO ... -9.73 eV
DFT total energy ... -414.788511 Eh

Atoms and positions in Å:
O -1.0941 -0.7644 0.5188
N -1.7403 -0.0876 -0.3421
O -2.8168 -0.6744 -0.8680
N -1.5229 1.0517 -0.7275
O -0.5377 1.7406 -0.2218
H -2.8415 -1.4635 -0.2810
H -0.0113 1.2918 0.3446
C 2.1625 0.0390 -0.2755
C 1.5207 -0.3567 0.8250
H 2.0473 1.1314 -0.4909
H 2.2298 -0.6294 -1.0973
H 1.1673 0.2120 1.6157
H 1.4371 -1.4906 0.9999

---

# 4
C4H8ClN | ωB97M-V/def2-TZVPD

Calculated values
LUMO energy (spin up / spin down) ... -0.341 / 0.165 eV
HOMO (spin up / spin down) ... -7.68 / -8.73 eV
DFT total energy ... -671.937691 Eh

Atoms and positions in Å:
C 1.2192 -0.7370 0.7220
C 1.1695 -0.7111 -0.7879
C 0.2672 0.1473 0.0751
C -0.2242 1.4677 0.2005
N -1.8450 -1.1492 0.1208
Cl -2.9960 0.0749 -0.0669
H 1.0636 -1.5718 1.4205
H 1.9433 -0.0130 1.0976
H 1.8697 -0.1850 -1.3420
H 0.5280 -1.1997 -1.4740
H -0.9073 1.7539 -0.6353
H 0.6458 2.3100 0.2986
H -0.8954 1.5333 1.0965
H -1.8385 -1.7203 -0.7255

---

The records above yield strongest force on any atom values of 0.98 5.21 5.17 3.39 eV Å⁻¹, respectively.
The records above yield ΔE to the lowest compared entry with this formula, charge and spin values of 0.00 381.86 806.31 522.57 kJ/mol, respectively.